Record 1
DFT (the ωB97M-V functional and the def2-TZVPD basis) results for a 2-piece molecular cluster, C2H5NOS overall.

Computed properties:
2S+1: 1
E_HOMO (alpha / beta) (eV): -8.5 / -8.5
Frontier orbital gap (alpha / beta) (eV): 6.8 / 6.8
Net charge: 0
Energy above the lowest of the compared OMol25 structures with the same formula, charge and spin (eV): 5.7957

Last column: Löwdin charge in e.
Element x y z (Å)
C1 -0.64650 -0.01874 -0.11098  -0.203
C2 0.53686 0.75085 -0.33509  -0.280
N1 -0.57315 -1.20154 0.35218  0.074
O1 1.75248 0.16541 0.17162  -0.079
S1 -3.68590 0.30026 0.52496  -0.055
H1 0.68945 0.79598 -1.34273  0.085
H2 0.46619 1.83011 -0.15144  0.128
H3 0.41734 -1.62338 0.59704  0.170
H4 -1.43346 -1.76048 0.29092  0.083
H5 2.47669 0.76152 0.00353  0.077

Record 2
DFT (the ωB97M-V functional and the def2-TZVPD basis) results for one molecule with the formula C2H5NOS.

Computed properties:
2S+1: 1
E_HOMO (eV): -9.4
Frontier orbital gap (eV): 10.0
Net charge: 0
Energy above the lowest of the compared OMol25 structures with the same formula, charge and spin (eV): 1.0132

Last column: Löwdin charge in e.
Element x y z (Å)
C1 -0.76928 1.13169 0.53958  -0.001
C2 -0.14738 -0.30480 0.55558  -0.532
H1 -1.75436 1.03799 0.98429  0.080
H2 -0.11245 1.86223 1.02726  0.086
H3 -0.86458 1.50417 -0.47617  0.057
H4 -0.14445 -0.05539 -1.55728  0.120
H5 2.36826 -1.35953 -0.71733  -0.143
N1 0.20918 -0.69148 -0.76087  -0.440
O1 -0.02562 -1.14122 1.46542  0.003
S1 1.24068 -1.98365 -1.06049  0.770

Record 3
DFT (the ωB97M-V functional and the def2-TZVPD basis) results for one molecule with the formula C2H5NOS.

Computed properties:
2S+1: 1
E_HOMO (eV): -8.9
Frontier orbital gap (eV): 9.7
Net charge: 0
Energy above the lowest of the compared OMol25 structures with the same formula, charge and spin (eV): 1.0168

Last column: Löwdin charge in e.
Element x y z (Å)
C1 1.33078 -0.83884 0.06478  -0.141
C2 -0.83506 0.11705 -0.08635  -0.917
H1 2.28700 -0.76806 -0.54055  0.104
H2 1.64207 -0.74084 1.10996  0.096
H3 0.99317 -1.79438 -0.25990  0.042
H4 -0.63983 2.14213 -0.02582  0.122
H5 -2.35245 1.48531 -0.12108  0.140
N1 -1.30966 1.36855 0.08214  0.071
O1 0.57039 0.32438 -0.19194  -0.162
S1 -1.68640 -1.29530 -0.03123  0.647

Record 4
DFT (the ωB97M-V functional and the def2-TZVPD basis) results for one molecule with the formula C2H5NOS.

Computed properties:
2S+1: 1
E_HOMO (eV): -9.4
Frontier orbital gap (eV): 9.6
Net charge: 0
Energy above the lowest of the compared OMol25 structures with the same formula, charge and spin (eV): 3.2037

Last column: Löwdin charge in e.
Element x y z (Å)
C1 0.89758 1.36937 -0.09606  -0.082
C2 0.94485 -0.11946 -0.20724  -0.596
H1 0.18084 1.69442 -0.82273  0.033
H2 1.99408 1.38282 -0.22152  0.090
H3 0.55125 1.63218 1.10138  0.147
H4 -0.03984 -1.74116 0.00492  0.015
H5 -1.22087 0.73861 1.37636  0.011
N1 -0.26687 -0.86941 -0.07274  -0.394
O1 1.95721 -0.68972 0.16258  0.034
S1 -1.64435 0.02483 -0.02564  0.742

Record 5
DFT (the ωB97M-V functional and the def2-TZVPD basis) results for one molecule with the formula C2H5NOS.

Computed properties:
2S+1: 1
E_HOMO (eV): -8.9
Frontier orbital gap (eV): 9.4
Net charge: 0
Energy above the lowest of the compared OMol25 structures with the same formula, charge and spin (eV): 3.0802

Last column: Löwdin charge in e.
Element x y z (Å)
C1 0.05308 -0.87113 1.14699  -0.373
C2 -0.31639 0.90005 -1.07281  -0.308
N1 -0.44157 -1.59538 0.27373  0.043
O1 1.67543 1.31739 0.62623  -0.602
S1 0.16056 0.93980 0.68856  0.851
H1 0.52588 -0.96951 2.12765  0.085
H2 -1.49433 1.07877 -0.95528  0.081
H3 -0.06819 0.03586 -1.71617  0.039
H4 0.30315 1.80455 -1.53195  0.091
H5 -0.39761 -2.64041 0.41304  0.092

Record 6
DFT (the ωB97M-V functional and the def2-TZVPD basis) results for one molecule with the formula C2H5NOS.

Computed properties:
2S+1: 1
E_HOMO (eV): -9.3
Frontier orbital gap (eV): 9.8
Net charge: 0
Energy above the lowest of the compared OMol25 structures with the same formula, charge and spin (eV): 1.5683

Last column: Löwdin charge in e.
Element x y z (Å)
C1 -0.52416 1.61983 0.05593  -0.073
C2 -0.95876 -0.80906 0.09926  -0.386
H1 -0.37643 2.04008 1.03837  0.091
H2 -1.51919 1.45881 -0.14039  0.047
H3 -0.03706 2.08278 -0.75742  0.071
H4 1.83621 -1.03295 0.98301  -0.146
H5 -0.47397 -1.83749 0.35537  0.133
N1 -0.03008 0.23887 0.06767  -0.498
O1 -2.15256 -0.65618 -0.13440  0.005
S1 1.68119 -0.24990 -0.11303  0.755